(1)
The following is a DFT calculation (ωB97M-V with the def2-TZVPD basis set) of a molecular structure, C26H19F6GeN2O4ReS3.

```
62
C26H19F6GeN2O4ReS3 | the Open Molecules 2025 dataset | ωB97M-V with the def2-TZVPD basis set
Re 0.522 1.061 0.928
F 3.941 -0.176 -0.908
C 4.511 0.883 -0.378
F 5.453 0.542 0.471
F 4.951 1.705 -1.293
S 3.210 1.786 0.618
O 2.012 1.880 -0.299
O 3.734 2.978 1.162
N 2.629 0.696 1.615
S 2.204 0.311 3.111
O 0.710 0.458 2.909
O 2.686 -0.917 3.589
C 2.762 1.629 4.328
F 2.535 1.159 5.522
F 4.045 1.810 4.102
F 2.088 2.741 4.116
S -1.502 1.973 0.838
C -0.898 3.513 1.503
C -1.710 4.602 1.722
C -1.089 5.765 2.174
C 0.281 5.769 2.361
C 1.007 4.609 2.115
N 0.427 3.483 1.701
H -2.775 4.553 1.542
H -1.674 6.656 2.360
H 0.796 6.661 2.689
H 2.080 4.587 2.242
C 0.008 -0.376 0.153
Ge -0.939 -1.744 -1.094
C -2.675 -0.930 -0.816
C -3.259 -0.186 -1.841
C -4.478 0.448 -1.630
C -5.111 0.343 -0.400
C -4.530 -0.389 0.628
C -3.312 -1.022 0.424
C -0.614 -3.474 -0.330
C 0.672 -4.012 -0.411
C 0.930 -5.269 0.112
C -0.094 -5.993 0.708
C -1.376 -5.469 0.780
C -1.640 -4.209 0.262
C -0.067 -1.367 -2.769
C 0.107 -2.422 -3.665
C 0.669 -2.190 -4.913
C 1.064 -0.909 -5.268
C 0.896 0.147 -4.380
C 0.330 -0.081 -3.136
H -2.774 -0.111 -2.807
H -4.937 1.010 -2.432
H -6.069 0.823 -0.245
H -5.034 -0.480 1.581
H -2.869 -1.597 1.230
H 1.469 -3.461 -0.899
H 1.925 -5.689 0.044
H 0.108 -6.978 1.109
H -2.173 -6.044 1.230
H -2.650 -3.818 0.302
H -0.190 -3.429 -3.393
H 0.797 -3.010 -5.606
H 1.502 -0.730 -6.241
H 1.198 1.146 -4.664
H 0.183 0.758 -2.462
```

Output
**Charge**: +2
**LUMO level**: -8.8 eV
**Energy**: -145877.9724 eV
**Relative energy (zero: lowest compared OMol25 entry of this formula, charge and spin)**: 0.0 kcal/mol
**Highest occupied orbital energy**: -0.517 Eh

***

(2)
The following is a DFT calculation (ωB97M-V with the def2-TZVPD basis set) of 2 unconnected molecules or ions with the total composition C5H7N.

```
13
C5H7N | the Open Molecules 2025 dataset | ωB97M-V with the def2-TZVPD basis set
N 2.180 -0.546 1.537
C 1.673 -0.192 0.557
C 1.096 0.282 -0.710
C -0.255 0.932 -0.543
C -0.730 -1.164 1.680
C -1.285 0.679 -1.337
H 1.030 -0.571 -1.394
H 1.811 0.993 -1.146
H -0.344 1.640 0.278
H -0.837 -0.858 2.744
H -0.693 -2.274 1.756
H -1.224 -0.059 -2.134
H -2.242 1.170 -1.191
```

Output
**LUMO level (alpha / beta)**: -0.7 / -0.7 eV
**Energy**: -6782.7986 eV
**Relative energy (zero: lowest compared OMol25 entry of this formula, charge and spin)**: 131.8 kcal/mol
**Highest occupied orbital energy (alpha / beta)**: -0.339 / -0.337 Eh